Below is a structure of composition C38H33N11S2V at a distorted geometry, with properties calculated with ωB97M-V with the def2-TZVPD basis set.

CARTESIAN COORDINATES (ANGSTROEM)
V  0.341  -0.416  -0.013
N  -2.474  -4.063  -0.359
C  -1.785  -3.041  0.276
S  -0.470  -3.447  1.249
N  -2.324  -1.855  0.039
N  -1.603  -0.767  0.357
C  -2.339  0.303  0.581
C  -3.820  0.331  0.525
C  -4.549  0.821  1.605
C  -5.930  0.933  1.542
C  -6.603  0.561  0.392
C  -5.888  0.057  -0.687
C  -4.513  -0.068  -0.619
C  -1.605  1.529  0.815
C  -2.204  2.772  1.062
C  -1.413  3.866  1.318
C  -0.027  3.710  1.310
C  0.493  2.475  0.989
N  -0.265  1.408  0.716
H  -2.389  -4.959  0.097
H  -3.403  -3.809  -0.659
H  -4.030  1.095  2.514
H  -6.477  1.305  2.397
H  -7.678  0.656  0.335
H  -6.409  -0.255  -1.582
H  -3.968  -0.502  -1.443
H  -3.281  2.860  1.038
H  -1.862  4.826  1.523
H  0.638  4.530  1.537
H  1.564  2.312  0.944
C  5.036  1.186  -1.958
N  3.832  1.972  -1.873
C  3.718  3.235  -1.335
C  2.428  3.605  -1.440
N  1.745  2.552  -2.036
C  2.625  1.536  -2.325
S  2.354  0.088  -3.083
C  0.357  2.529  -2.268
C  -0.325  3.709  -2.565
C  -1.693  3.636  -2.736
C  -2.322  2.400  -2.623
C  -1.540  1.296  -2.334
N  -0.226  1.348  -2.147
H  5.875  1.810  -1.662
H  5.168  0.831  -2.982
H  4.963  0.316  -1.302
H  4.557  3.750  -0.911
H  1.931  4.487  -1.091
H  0.198  4.646  -2.680
H  -2.258  4.530  -2.959
H  -3.390  2.293  -2.733
H  -1.986  0.324  -2.197
N  -0.232  -3.874  -3.106
C  -1.266  -3.256  -3.759
C  -1.337  -2.005  -3.231
N  -0.379  -1.834  -2.266
C  0.264  -2.977  -2.220
C  1.371  -3.200  -1.325
N  1.787  -2.271  -0.500
C  2.821  -2.831  0.200
C  3.026  -4.108  -0.221
N  2.100  -4.334  -1.207
H  0.066  -4.825  -3.243
H  -1.841  -3.749  -4.518
H  -2.022  -1.230  -3.509
H  3.337  -2.297  0.971
H  3.721  -4.861  0.091
H  1.943  -5.212  -1.672
C  1.656  -1.562  5.620
C  0.455  -1.526  4.881
C  0.466  -1.132  3.573
C  1.666  -0.741  2.929
C  1.657  -0.324  1.565
C  2.851  0.156  1.070
C  4.049  0.187  1.815
C  4.062  -0.278  3.098
C  2.861  -0.740  3.691
C  2.829  -1.177  5.039
H  1.643  -1.893  6.651
H  -0.471  -1.824  5.349
H  -0.449  -1.126  2.988
H  2.907  0.501  0.034
H  4.960  0.566  1.366
H  4.974  -0.283  3.681
H  3.753  -1.190  5.604

- F_max: 0.0395 Eh/bohr
- E_LUMO (spin up / spin down): 0.1 / -0.3 eV
- Energy above the lowest of the compared OMol25 structures with the same formula, charge and spin: 194.0 kJ/mol
- 2S+1: 4
- HOMO energy (spin up / spin down): -6.16 / -6.70 eV
- Frontier orbital gap (spin up / spin down): 6.3 / 6.4 eV